The following is a quantum chemistry calculation of a molecular structure, C21H43IrN2P3S2 at a distorted geometry, from the OMol25 dataset.

Calculated values
<S²>   6.02
E_HOMO (alpha / beta)   -0.5414 / -0.6286 Eh
DFT total energy   -77801.8556 eV
M   672.86 g mol⁻¹
Net charge   +3
Gap between HOMO and LUMO (alpha / beta)   6.7 / 6.2 eV
Spin multiplicity   5
Maximum force   2.934 eV/Å

Each line ends with the Mulliken spin population.
Cartesian coordinates (Å):
Ir: -0.337 -0.563 0.693  1.90
P: -0.944 -0.082 2.777  0.12
P: 1.060 -2.311 0.782  0.02
P: -2.178 -1.666 -0.067  0.24
H: -2.788 3.211 -3.518  0.00
C: -3.340 2.736 -2.694  0.49
C: -3.487 3.192 -1.293  0.31
H: -3.311 4.231 -1.035  0.02
C: 0.126 1.174 3.523  0.04
C: -0.926 -1.534 3.861  0.01
C: -2.618 0.624 2.840  0.06
C: 1.992 -2.394 -0.780  0.04
C: 2.250 -2.138 2.154  0.04
C: 0.421 -3.996 1.043  0.03
C: -3.738 -0.866 -0.582  0.07
C: -2.849 -2.915 1.088  0.02
C: -1.644 -2.568 -1.599  0.06
H: -4.119 2.078 -3.120  0.00
H: -4.288 2.751 -0.700  0.00
H: 0.499 1.866 2.760  0.00
H: 0.968 0.698 4.033  0.00
H: -0.444 1.730 4.278  0.01
H: 0.104 -1.856 4.041  -0.01
H: -1.481 -2.368 3.417  0.00
H: -1.393 -1.265 4.816  0.01
H: -2.566 1.686 2.560  0.00
H: -3.005 0.542 3.866  0.01
H: -3.306 0.113 2.150  0.00
H: 2.435 -3.398 -0.876  0.01
H: 2.769 -1.621 -0.793  -0.02
H: 1.328 -2.213 -1.634  0.00
H: 2.106 -2.970 2.848  0.00
H: 2.103 -1.195 2.693  0.00
H: 3.270 -2.167 1.753  0.00
H: 1.270 -4.686 0.951  0.01
H: -0.340 -4.273 0.317  0.00
H: 0.001 -4.073 2.048  0.00
H: -4.525 -1.633 -0.610  0.00
H: -3.640 -0.399 -1.563  -0.02
H: -4.034 -0.083 0.119  0.00
H: -3.716 -3.374 0.596  0.01
H: -3.178 -2.446 2.021  0.00
H: -2.125 -3.697 1.328  0.00
H: -2.545 -2.796 -2.189  0.00
H: -1.109 -3.495 -1.358  0.00
H: -0.974 -1.917 -2.182  0.00
C: -0.560 2.438 -2.456  0.07
C: -0.272 1.531 -3.473  0.00
C: 0.546 1.907 -4.537  0.02
C: 1.201 3.134 -4.468  -0.01
C: 1.121 3.912 -3.311  0.01
C: 0.207 3.581 -2.308  -0.02
S: -2.004 1.995 -1.442  0.07
H: -2.486 1.000 -2.253  0.08
H: -0.720 0.542 -3.418  -0.01
H: 0.734 1.235 -5.374  0.00
H: 1.926 3.392 -5.245  0.00
H: 1.770 4.755 -3.173  0.00
H: 0.053 4.155 -1.390  0.00
C: 3.906 1.173 -1.538  0.01
N: 3.930 0.979 -0.100  0.02
C: 5.079 0.881 0.680  0.02
C: 4.688 0.792 1.968  0.02
N: 3.310 0.808 1.969  0.02
C: 2.838 0.905 0.698  0.00
S: 1.245 1.135 0.170  0.21
H: 3.262 0.437 -2.031  0.00
H: 3.504 2.155 -1.789  0.00
H: 4.942 1.095 -1.866  0.00
H: 6.056 0.929 0.252  0.00
H: 5.244 0.719 2.886  0.00
H: 2.725 0.741 2.789  0.00

=====

The following is a quantum chemistry calculation of a molecular structure, C21H43N2P3STl at a distorted geometry, from the OMol25 dataset.

Calculated values
E_HOMO (alpha / beta)   -0.6099 / -0.6094 Eh
DFT total energy   -68817.9965 eV
M   652.96 g mol⁻¹
Net charge   +3
Gap between HOMO and LUMO (alpha / beta)   4.1 / 4.7 eV
Maximum force   3.752 eV/Å

Each line ends with the Mulliken charge.
Cartesian coordinates (Å):
Tl: 1.178 0.886 -0.314  1.18
P: 1.029 -2.257 -1.624  0.80
P: 1.964 -1.585 1.500  0.88
P: -1.889 0.136 -1.527  0.86
H: 2.518 3.980 3.574  0.28
C: 1.527 4.349 3.287  -0.47
C: 0.403 3.752 3.720  -0.55
H: 0.441 2.880 4.383  0.30
C: 2.412 -1.851 -2.771  -1.33
C: 1.575 -3.960 -1.181  -1.35
C: -0.204 -2.741 -2.901  -1.30
C: 1.802 -0.586 3.038  -1.06
C: 1.732 -3.241 2.273  -1.39
C: 3.801 -1.612 1.345  -1.41
C: -2.930 1.295 -0.540  -1.23
C: -3.213 -1.101 -1.854  -1.30
C: -1.904 0.976 -3.173  -1.31
H: 1.499 5.228 2.633  0.23
H: -0.593 4.099 3.411  0.26
H: 2.560 -2.696 -3.458  0.47
H: 3.329 -1.673 -2.194  0.35
H: 2.163 -0.948 -3.343  0.42
H: 1.794 -4.496 -2.115  0.57
H: 0.778 -4.487 -0.643  0.28
H: 2.475 -3.932 -0.555  0.38
H: 0.289 -3.423 -3.608  0.60
H: -0.570 -1.856 -3.435  0.29
H: -1.054 -3.261 -2.442  0.25
H: 2.763 -0.564 3.570  0.43
H: 1.035 -1.037 3.680  0.36
H: 1.497 0.442 2.796  0.31
H: 2.646 -3.520 2.817  0.50
H: 1.518 -3.996 1.508  0.24
H: 0.888 -3.197 2.972  0.39
H: 4.228 -2.156 2.198  0.48
H: 4.185 -0.583 1.326  0.40
H: 4.079 -2.115 0.409  0.34
H: -3.385 2.050 -1.195  0.45
H: -2.335 1.798 0.234  0.30
H: -3.722 0.710 -0.052  0.47
H: -3.979 -0.648 -2.498  0.49
H: -3.663 -1.394 -0.899  0.35
H: -2.807 -1.995 -2.338  0.32
H: -2.856 1.507 -3.295  0.47
H: -1.811 0.212 -3.959  0.43
H: -1.068 1.683 -3.265  0.34
C: 0.345 4.740 -1.030  0.47
C: 0.903 5.313 -2.192  -0.28
C: 1.109 6.694 -2.269  -0.65
C: 0.727 7.528 -1.210  -0.33
C: 0.189 6.966 -0.044  -0.71
C: -0.011 5.587 0.041  -0.28
S: -0.063 3.055 -0.944  -0.25
H: 1.559 2.581 -0.313  0.00
H: 1.185 4.651 -3.012  0.43
H: 1.600 7.126 -3.149  0.40
H: 0.866 8.611 -1.282  0.42
H: -0.049 7.596 0.820  0.41
H: -0.422 5.130 0.941  0.56
C: -2.965 -5.287 1.378  -0.90
N: -2.384 -3.951 1.424  0.11
C: -2.512 -3.029 2.457  -0.64
C: -1.820 -1.909 2.056  -0.67
N: -1.283 -2.129 0.811  0.29
C: -1.635 -3.363 0.454  -0.36
H: -2.718 -5.841 2.292  0.35
H: -4.059 -5.234 1.286  0.34
H: -2.561 -5.820 0.510  0.31
H: -3.062 -3.233 3.360  0.49
H: -1.682 -0.976 2.588  0.50
H: -1.384 -3.876 -0.472  0.18

=====

The following is a quantum chemistry calculation of 5 unconnected molecules or ions with the total composition C21H43N4O13S2 at a distorted geometry, from the OMol25 dataset.

Calculated values
E_HOMO   -0.4541 Eh
DFT total energy   -76712.6405 eV
M   623.72 g mol⁻¹
Net charge   +1
Gap between HOMO and LUMO   8.4 eV
Maximum force   4.857 eV/Å

Each line ends with the Mulliken charge.
Cartesian coordinates (Å):
C: 5.217 -1.689 0.306  -1.04
C: 4.136 -0.921 1.193  -0.65
C: 3.083 -0.049 0.335  0.34
N: 3.116 -0.295 -1.129  -0.37
C: 1.924 -1.065 -1.606  0.71
S: 2.121 -1.088 -3.489  -0.25
C: 1.994 -2.581 -1.139  -1.18
N: 0.707 -3.182 -0.650  0.16
C: 0.154 -2.172 0.356  -0.54
N: -1.028 -2.881 0.982  -0.49
C: -0.546 -3.450 2.048  0.45
S: 0.266 -4.427 3.110  -0.11
C: -0.247 -0.894 -0.486  0.02
C: -0.729 0.293 0.522  -0.65
N: -0.580 -0.056 1.960  -0.52
O: 0.733 -0.322 -1.357  -0.26
H: 4.799 -2.182 -0.627  0.29
H: 5.971 -0.912 -0.054  0.32
H: 5.677 -2.510 0.940  0.33
H: 4.577 -0.219 1.971  0.44
H: 3.510 -1.685 1.789  0.17
H: 2.068 -0.170 0.829  -0.57
H: 3.371 1.054 0.484  0.51
H: 3.070 0.582 -1.673  0.30
H: 3.483 -1.201 -3.698  0.22
H: 2.356 -3.246 -2.000  0.30
H: 2.769 -2.743 -0.306  0.34
H: 0.040 -3.152 -1.451  0.46
H: 0.788 -4.125 -0.244  0.45
H: 0.984 -2.002 1.123  0.45
H: -1.174 -1.152 -1.119  0.32
H: -1.765 0.636 0.219  0.35
H: -0.030 1.189 0.329  0.22
H: 0.397 -0.205 2.234  0.17
H: -0.881 0.761 2.522  0.30
C: 3.535 6.515 0.154  -0.66
O: 3.238 5.843 -1.071  -0.35
C: 2.431 4.784 -0.936  0.80
O: 1.960 4.377 0.097  -0.57
O: 2.236 4.250 -2.153  -0.36
C: 1.388 3.107 -2.155  -0.12
H: 4.194 7.352 -0.075  0.22
H: 2.623 6.907 0.608  0.34
H: 4.054 5.846 0.844  0.30
H: 0.391 3.366 -1.791  0.33
H: 1.822 2.305 -1.553  -0.27
H: 1.299 2.757 -3.183  0.29
C: -3.661 -1.557 2.511  -0.54
O: -4.959 -1.155 2.079  -0.34
C: -5.884 -2.128 2.141  0.75
O: -5.696 -3.258 2.517  -0.54
O: -7.047 -1.623 1.712  -0.33
C: -8.132 -2.553 1.724  -0.55
H: -2.997 -0.698 2.420  0.12
H: -3.682 -1.867 3.559  0.37
H: -3.277 -2.359 1.880  0.31
H: -8.329 -2.901 2.739  0.31
H: -7.925 -3.395 1.060  0.27
H: -9.018 -2.036 1.358  0.21
C: -7.980 -5.790 -2.596  -0.61
O: -9.391 -5.869 -2.780  -0.31
C: -10.106 -5.323 -1.785  0.81
O: -9.658 -4.797 -0.797  -0.54
O: -11.405 -5.464 -2.082  -0.32
C: -12.292 -4.925 -1.103  -0.61
H: -7.506 -6.260 -3.457  0.21
H: -7.655 -4.748 -2.548  0.28
H: -7.677 -6.330 -1.696  0.29
H: -12.139 -3.849 -0.995  0.28
H: -12.161 -5.430 -0.144  0.28
H: -13.311 -5.096 -1.448  0.22
C: 10.138 7.471 1.759  -0.62
O: 9.794 6.448 0.825  -0.33
C: 8.527 6.502 0.394  0.77
O: 7.699 7.314 0.724  -0.54
O: 8.338 5.494 -0.472  -0.32
C: 7.022 5.431 -1.014  -0.52
H: 11.182 7.328 2.038  0.22
H: 10.033 8.458 1.306  0.29
H: 9.526 7.392 2.660  0.29
H: 6.793 6.339 -1.576  0.29
H: 6.287 5.273 -0.222  0.18
H: 6.982 4.583 -1.697  0.29